# 1
Density functional theory data (ωB97M-V/def2-TZVPD) for C5H7PS in the gas phase.

Element x y z (Å)
C  0.295  1.207  0.151
C  -1.345  -0.261  -1.856
H  -1.663  -1.124  -2.498
P  -0.879  0.908  1.426
H  -0.150  -1.106  2.810
H  1.988  0.378  -0.650
S  -1.558  -0.937  0.062
H  -0.253  -0.244  -1.709
C  1.392  -0.485  1.293
H  0.006  2.004  -0.665
C  0.232  -0.394  1.984
H  2.146  -1.219  1.524
H  -1.601  0.813  -2.101
C  1.391  0.461  0.228

Results
Gap between HOMO and LUMO: 7.8 eV
E_HOMO: -8.293 eV
E: -934.1495 Ha
M: 130.15 g/mol
Lowest unoccupied orbital energy: -0.0200 hartree



# 2
Density functional theory data (ωB97M-V/def2-TZVPD) for 2 unconnected molecules or ions with the total composition C14H16O.

Element x y z (Å)
H  -2.417  -3.812  1.667
C  1.413  2.446  -1.192
C  0.103  -1.300  0.108
H  2.500  2.475  -1.191
C  -0.632  2.661  0.081
H  1.972  -2.577  -1.618
C  1.373  1.729  1.238
C  0.745  2.863  -2.333
H  -0.752  -4.585  -0.081
H  0.942  -4.005  -1.642
C  -0.729  -3.572  0.285
C  1.337  -3.211  -1.004
H  1.033  0.725  1.461
H  0.686  -0.639  -0.523
H  -1.126  2.414  1.013
C  0.725  2.302  0.000
C  -0.590  3.231  -2.261
H  1.300  3.151  -3.220
C  -1.665  -3.185  1.215
C  0.178  -2.646  -0.223
C  -0.793  -0.925  1.122
H  1.952  -3.748  -0.275
H  -1.837  -0.848  3.291
H  -2.290  3.496  -0.935
H  1.348  2.425  2.069
H  -1.090  3.799  -3.024
H  -0.979  0.098  1.448
H  2.440  1.592  1.008
C  -1.623  -1.872  1.684
C  -1.269  3.139  -1.052
O  -2.254  -1.621  2.882

Results
Gap between HOMO and LUMO: 9.0 eV
E_HOMO: -8.276 eV
E: -618.2811 Ha
M: 200.28 g/mol
Lowest unoccupied orbital energy: 0.0273 hartree



# 3
Density functional theory data (ωB97M-V/def2-TZVPD) for 2 unconnected molecules or ions with the total composition CH3F2OP.

Element x y z (Å)
H  0.270  -0.302  -0.744
F  2.575  -1.900  -0.457
H  0.013  -1.033  0.791
H  -0.508  0.689  0.503
O  1.458  0.436  0.609
F  3.830  0.532  0.553
C  0.226  -0.056  0.233
P  2.595  0.569  -0.509

Results
Gap between HOMO and LUMO: 9.0 eV
E_HOMO: -10.659 eV
E: -656.1853 Ha
M: 100.00 g/mol
Lowest unoccupied orbital energy: -0.0626 hartree



# 4
Density functional theory data (ωB97M-V/def2-TZVPD) for 2 unconnected molecules or ions with the total composition ClF2OS.

Element x y z (Å)
Cl  -4.165  -0.210  -0.238
O  1.308  -0.922  0.282
F  3.074  0.840  -0.047
S  1.472  0.422  0.094
F  -2.520  -0.443  0.113

Results
Gap between HOMO and LUMO: 4.6 eV
E_HOMO: -14.890 eV
E: -1132.8632 Ha
M: 121.52 g/mol
Lowest unoccupied orbital energy: -0.3783 hartree
Charge: +1



# 5
Density functional theory data (ωB97M-V/def2-TZVPD) for a molecular structure, C13H29BCdF2N3O3P2.

Element x y z (Å)
O  2.479  2.803  2.248
H  -2.468  -2.155  -0.548
C  0.858  -0.345  -0.708
N  0.459  -1.648  -0.438
H  0.530  -1.967  -3.054
C  -2.935  0.562  -2.860
C  -0.306  -2.518  -2.638
H  2.850  -3.406  0.176
C  2.239  -1.090  2.488
C  -2.068  1.532  -1.996
H  1.531  -0.952  3.308
Cd  -4.999  -0.761  1.735
B  1.869  0.002  1.335
C  -2.755  1.407  0.995
H  1.287  -2.869  1.746
C  0.154  0.842  0.046
H  -1.257  -2.290  -3.118
P  3.239  1.496  1.788
H  -0.122  -3.589  -2.738
O  0.538  0.518  1.358
H  -1.412  -3.134  0.525
N  0.216  3.286  0.484
C  2.275  -2.531  2.037
H  -2.575  2.493  -1.886
H  -2.327  0.194  -3.680
H  3.067  3.409  2.739
H  -2.616  2.453  1.275
H  4.122  -3.534  1.355
H  -4.283  1.994  -0.368
C  0.699  2.204  -0.378
F  0.998  0.060  -2.015
H  -3.206  -0.289  -2.236
H  -1.897  -3.750  -1.041
C  -1.629  -2.838  -0.497
C  -4.218  1.299  0.473
H  -0.646  3.058  0.959
H  0.106  4.133  -0.053
N  4.220  1.915  0.493
O  2.129  -0.249  -0.029
C  -0.417  -2.252  -1.170
P  -1.682  0.770  -0.357
H  1.796  2.231  -0.354
H  4.370  2.928  0.552
H  2.514  -3.115  2.930
H  -3.847  1.049  -3.193
H  5.144  1.504  0.667
C  3.345  -2.871  0.986
F  3.542  -0.772  2.972
H  0.437  2.436  -1.409
H  -4.945  1.543  1.239
H  3.800  -2.001  0.520
H  -2.697  0.775  1.882
H  -1.182  1.747  -2.590
H  -4.323  0.284  0.045

Results
Gap between HOMO and LUMO: 3.0 eV
E_HOMO: -9.465 eV
E: -1977.4099 Ha
M: 498.56 g/mol
Lowest unoccupied orbital energy: -0.2375 hartree
Charge: +1



# 6
Density functional theory data (ωB97M-V/def2-TZVPD) for a molecular structure, C32H26AsN8O2Pd.

Element x y z (Å)
C  -1.990  2.745  1.180
O  1.079  1.732  -1.644
H  -0.317  -5.155  1.299
H  1.556  6.406  -1.584
C  1.575  -4.453  -2.116
N  -5.102  -1.374  -2.239
H  4.919  2.795  -1.546
C  -3.747  -1.102  -2.366
H  2.037  2.210  5.397
C  0.257  -4.989  -2.347
H  -1.806  -4.498  -2.646
H  -0.804  1.998  -2.190
C  1.608  1.091  3.617
C  -1.725  -0.024  1.135
O  2.799  -0.185  -1.718
C  -0.077  -1.792  1.072
As  1.071  -0.224  1.055
C  -3.113  1.933  1.258
C  -2.385  -2.477  1.232
C  0.993  -1.004  5.307
H  1.377  -3.367  1.066
C  1.884  4.296  -1.605
H  -3.870  -0.073  1.248
H  -3.441  -2.238  1.237
N  2.399  1.935  -1.619
C  4.191  3.592  -1.550
H  -5.364  -2.280  -2.589
H  -2.102  3.823  1.196
C  1.729  -3.095  -2.077
C  -1.974  -3.796  1.306
C  1.179  -0.116  3.068
N  -1.170  -0.449  -2.264
H  3.959  6.973  -1.497
C  4.581  4.915  -1.514
H  1.860  1.910  2.948
Pd  0.795  -0.300  -1.914
C  -0.602  -2.729  -2.386
C  2.294  5.615  -1.573
H  0.764  -1.836  5.962
C  1.388  0.213  5.841
C  -0.625  -4.118  1.253
C  -1.592  -1.797  -2.389
H  1.456  0.342  6.914
C  -2.124  0.477  -2.323
N  -1.761  1.791  -2.424
C  -0.592  0.798  1.071
H  0.835  4.045  -1.645
H  2.426  -5.105  -1.983
C  -0.727  2.176  1.080
H  5.635  5.161  -1.476
H  -2.453  2.438  -2.090
N  -3.429  0.222  -2.345
H  -2.714  -4.582  1.399
N  -2.937  -2.109  -2.464
H  0.152  2.805  0.993
C  0.325  -3.118  1.126
H  -4.099  2.376  1.330
C  -0.794  -4.152  -2.482
H  0.119  -6.063  -2.398
N  3.260  0.994  -1.616
C  3.643  5.939  -1.525
H  0.571  -2.119  3.527
N  0.712  -2.233  -2.225
H  -5.698  -0.607  -2.502
C  2.830  3.273  -1.592
C  0.891  -1.167  3.931
C  1.705  1.262  4.989
C  -2.987  0.553  1.223
H  2.705  -2.643  -1.929
C  -1.437  -1.465  1.134

Results
Gap between HOMO and LUMO: 4.0 eV
E_HOMO: -1.652 eV
E: -4187.2245 Ha
M: 735.96 g/mol
Lowest unoccupied orbital energy: 0.0846 hartree
Charge: -1



# 7
Density functional theory data (ωB97M-V/def2-TZVPD) for C5H8N2 in the gas phase.

Element x y z (Å)
H  0.330  1.782  0.430
H  -0.404  1.795  -1.137
H  -1.726  -0.756  1.444
H  -2.224  -1.360  -0.151
C  1.057  -0.457  0.137
H  0.756  -0.029  -1.844
H  1.399  -1.305  0.719
N  0.498  -0.753  -1.177
C  -0.585  1.346  -0.152
N  3.112  1.010  0.346
C  2.032  0.606  0.281
C  -0.355  -0.178  -0.134
H  -0.860  -2.100  0.690
H  -1.669  1.544  0.062
C  -1.361  -1.145  0.487

Results
Gap between HOMO and LUMO: 10.8 eV
E_HOMO: -10.065 eV
E: -304.7557 Ha
M: 96.13 g/mol
Lowest unoccupied orbital energy: 0.0283 hartree



# 8
Density functional theory data (ωB97M-V/def2-TZVPD) for 2 unconnected molecules or ions with the total composition C3H11N.

Element x y z (Å)
H  -0.274  1.298  0.484
H  2.520  -1.146  2.573
H  2.512  -2.963  2.367
N  -1.958  0.964  -1.465
C  -0.512  0.928  -1.583
H  2.225  -2.134  3.925
H  -2.514  0.762  -2.304
H  1.221  0.661  -0.245
H  -0.525  -0.004  -2.217
H  -2.341  0.292  -0.788
C  0.137  0.623  -0.264
H  -0.052  -0.398  0.088
H  -0.082  1.784  -2.100
C  2.072  -2.097  2.850
H  1.014  -1.929  2.652

Results
Gap between HOMO and LUMO (spin up / spin down): 11.6 / 6.4 eV
E_HOMO (spin up / spin down): -15.418 / -15.418 eV
E: -175.2880 Ha
Multiplicity: 2
M: 61.13 g/mol
⟨S²⟩: 0.754
Lowest unoccupied orbital energy (spin up / spin down): -0.1419 / -0.3302 hartree
Charge: +1



no.,F_max (eV/A)
1,4.08
2,1.85
3,5.76
4,5.16
5,4.71
6,1.27
7,2.72
8,2.09